The following is a DFT calculation (ωB97M-V/def2-TZVPD) of a molecular structure, C43H38IrN6O2P.

Structure (XYZ):
```
91
C43H38IrN6O2P, DFT ωB97M-V/def2-TZVPD
Ir 1.174 0.181 0.532
C -4.268 2.425 0.660
C -4.044 1.829 1.897
C -2.771 1.404 2.257
C -1.690 1.537 1.376
C -1.935 2.073 0.115
C -3.206 2.538 -0.230
N -0.389 1.077 1.758
C 0.062 1.430 2.961
C -0.461 2.499 3.765
C 0.140 2.835 4.928
C 1.280 2.124 5.430
C 1.793 1.103 4.722
C 1.226 0.773 3.463
N 1.717 -0.159 2.629
N 2.556 -0.952 3.033
C 2.640 -1.962 2.092
C 3.599 -2.947 2.260
C 3.657 -3.987 1.360
C 2.726 -4.042 0.336
C 1.789 -3.038 0.248
N 1.744 -1.978 1.089
H -5.256 2.787 0.390
H -4.870 1.686 2.590
H -2.610 0.926 3.220
H -1.125 2.139 -0.603
H -3.356 2.983 -1.211
H -1.299 3.077 3.402
H -0.236 3.692 5.480
H 1.742 2.421 6.364
H 2.667 0.560 5.056
H 4.281 -2.864 3.102
H 4.415 -4.755 1.458
H 2.727 -4.846 -0.386
H 1.040 -3.080 -0.519
C -3.435 -0.805 -0.703
C -2.812 -0.201 -1.944
C -3.685 0.357 -2.879
C -3.235 0.978 -4.032
C -1.872 1.077 -4.269
C -0.980 0.517 -3.368
C -1.426 -0.158 -2.221
P -0.102 -0.869 -1.157
C -0.869 -2.393 -0.426
C -0.942 -2.441 0.978
C -1.467 -3.531 1.651
C -1.933 -4.617 0.924
C -1.924 -4.562 -0.459
C -1.425 -3.462 -1.159
C -1.581 -3.484 -2.668
C 1.211 -1.343 -2.339
C 0.983 -1.901 -3.603
C 2.038 -2.273 -4.414
C 3.345 -2.073 -3.972
C 3.572 -1.460 -2.755
C 2.516 -1.065 -1.928
C 2.803 -0.246 -0.695
H -4.397 -0.326 -0.510
H -2.811 -0.667 0.176
H -3.612 -1.878 -0.824
H -4.753 0.317 -2.677
H -3.947 1.405 -4.731
H -1.500 1.593 -5.149
H 0.081 0.623 -3.537
H -0.598 -1.596 1.554
H -1.510 -3.526 2.734
H -2.330 -5.491 1.432
H -2.331 -5.393 -1.030
H -2.478 -4.045 -2.937
H -0.727 -3.971 -3.149
H -1.681 -2.480 -3.073
H -0.023 -2.006 -3.980
H 1.847 -2.704 -5.389
H 4.181 -2.355 -4.602
H 4.591 -1.244 -2.442
H 3.152 0.719 -1.071
H 3.654 -0.661 -0.148
C 1.689 5.303 2.081
N 1.637 4.418 0.916
C 1.275 4.883 -0.320
C 1.126 4.083 -1.377
C 1.227 2.645 -1.199
O 0.936 1.870 -2.098
N 1.638 2.196 0.070
C 1.922 3.062 1.117
O 2.400 2.708 2.182
H 1.850 6.328 1.750
H 2.500 4.991 2.727
H 0.764 5.247 2.653
H 1.134 5.952 -0.387
H 0.855 4.469 -2.349
```

Properties
**Energy**: -70371.53315 eV
**Frontier orbital gap (spin up / spin down)**: 6.17 / 6.17 eV
**Max |F|**: 4.7 eV/A
**ΔE to the lowest compared entry with this formula, charge and spin**: 50.3 kcal per mole
**Lowest unoccupied orbital energy (spin up / spin down)**: -0.60 / -0.60 eV

Löwdin atomic charge list, values in e, 8 entries: 1.2499 -0.1023 -0.0869 -0.0552 -0.2772 -0.0330 -0.0809 -0.0475